[1]
The following is a quantum chemistry calculation of a 11-piece molecular cluster, C41H84F6N13O11S2 overall at a distorted geometry, from OMol25.

Calculated values
* spin multiplicity: 1
* gap between HOMO and LUMO: 8.2 eV
* net charge: +7
* LUMO: -0.5038 Ha
* M: 1113.33 g/mol
* HOMO: -21.9 eV
* largest force on an atom: 3.24 eV/A

Structure (XYZ):
```
157
C41H84F6N13O11S2 | OMol25 | the ωB97M-V functional and the def2-TZVPD basis
H -12.80889 7.87009 -10.15116
H -8.00703 0.59559 -5.37392
C -17.51107 1.65275 -6.33814
H -18.85121 8.78220 -8.27439
H -12.93265 3.24423 -6.04810
F -19.90862 4.13083 -11.43814
H -17.44979 2.01921 -12.03278
H -13.41755 5.14419 -11.34209
H -16.41239 10.39404 -3.50388
H -14.40226 9.11439 -6.07947
O -15.44692 1.85731 -5.06840
C -16.53657 5.80241 -7.48840
N -14.84317 5.49165 -0.03246
F -18.92644 5.27696 -9.88804
H -17.81995 5.71129 -16.47368
H -14.96995 2.01870 -2.50658
H -15.31680 9.10616 -3.64896
H -16.49111 13.05826 -10.74895
C -16.29971 9.42584 -4.00130
H -11.93644 9.77950 -12.29856
H -22.26576 3.95218 -7.56692
H -11.20641 2.65639 -12.49786
H -20.86586 11.26912 -6.66884
H -23.25380 3.78460 -6.10946
H -24.94049 8.25523 -10.81204
H -8.40473 2.24239 -4.98249
C -14.46335 11.67350 -9.78351
C -20.67359 8.09395 -9.36798
C -13.75153 2.03463 -12.20807
H -15.31744 9.78336 -7.21957
H -11.13636 8.07077 -11.99344
H -16.76513 0.79466 -13.16836
C -15.91165 4.69571 0.23561
N -15.06906 9.87088 -6.22708
C -16.28293 1.18010 -5.60322
O -18.82106 4.48723 -14.03744
H -17.99799 7.57595 -16.61243
O -15.63226 8.30126 -8.31070
H -16.55997 4.89255 1.07513
H -19.06965 7.59761 -14.63359
F -17.58556 6.27014 -6.80184
H -13.60612 11.40667 -6.53739
H -15.00247 -0.73354 -3.76808
H -22.84543 7.33940 -10.59539
H -15.04569 12.03843 -5.82706
O -19.63334 3.20373 -7.72912
N -13.84677 9.67017 -10.60945
C -16.97696 1.04217 -12.12831
N -13.10931 3.21810 -12.14820
H -16.98589 -0.82262 -5.20612
H -23.91029 9.58942 -10.07477
O -21.49127 6.05786 -6.65448
H -14.84377 -1.87318 -5.19699
H -17.45875 5.38646 -11.95345
C -14.38772 11.17156 -5.81723
C -14.94308 3.46428 -11.02984
C -19.91014 8.79015 -8.47244
H -18.42258 1.08563 -6.14798
H -18.02637 7.05325 -12.20473
C -12.39448 2.30979 -6.18660
H -15.94117 -0.54175 -6.52190
C -11.21052 2.02856 -5.27657
H -25.05860 8.76245 -9.09012
H -17.16942 11.59647 -11.46258
C -20.92903 5.43421 -5.81868
H -19.66059 6.31575 -15.25871
H -20.38911 3.45704 -5.63364
H -9.07347 0.84041 -3.99875
H -11.93371 3.48514 -13.93493
H -12.04013 2.41337 -7.21841
H -15.23176 0.15067 -11.22484
C -19.89403 4.36936 -10.14383
C -20.42809 10.28148 -6.52189
H -19.08613 5.61823 -4.73159
H -17.68737 0.26817 -11.83801
C -20.07238 6.09342 -4.73987
C -13.80096 4.14140 -11.38589
H -14.44129 3.49647 -3.44285
O -20.58203 1.91309 -9.50396
O -14.89040 6.28730 -9.59014
C -14.12924 4.96991 -1.04819
C -16.37594 9.56057 -5.48125
C -14.37037 2.91963 -2.52004
N -22.00116 8.38132 -9.12848
O -17.07900 7.17940 -9.82932
H -12.77476 10.44370 -9.01258
C -23.17783 7.69860 -9.61854
C -16.27572 12.21684 -11.40112
C -13.01336 8.48020 -11.02893
H -14.61186 12.62174 -9.29407
C -15.79113 1.08611 -11.17099
N -16.16801 -0.31626 -5.55018
F -15.55555 5.49101 -6.62236
H -23.39744 6.80543 -9.03535
N -20.76798 9.47496 -7.69091
H -20.45113 5.99560 -3.72419
C -14.51967 6.73811 0.69892
N -14.91488 2.18993 -11.48702
N -10.03874 1.20108 -5.87310
H -12.91026 7.33709 2.11505
H -16.01710 12.56160 -12.40129
C -18.44163 5.58474 -13.85505
C -24.40067 8.62273 -9.94671
H -17.40528 1.71746 -7.43029
H -21.61380 3.83910 -4.66690
H -9.75903 1.58747 -6.77240
S -19.53486 2.81286 -9.12511
C -13.63715 10.61867 -9.63894
C -22.03226 9.24175 -8.08238
H -15.32906 9.67848 -12.19436
H -13.08621 1.47118 -6.25071
S -15.95629 7.01876 -8.92537
H -17.70888 2.70485 -6.14192
H -19.83061 7.08795 -5.10634
C -22.32382 3.48418 -6.59152
H -10.41920 0.25480 -5.90523
C -17.66586 6.15572 -12.69737
C -17.72138 6.69804 -16.03296
H -12.38363 6.18033 0.89979
C -14.90913 -0.84659 -4.84367
H -14.55126 7.60126 0.03485
C -13.24246 6.51198 1.48936
H -11.35784 4.31995 -12.41715
H -14.08625 -0.24356 -5.21414
F -21.06274 4.91322 -9.77619
C -14.84775 10.19912 -11.38396
H -13.49855 1.08299 -12.64911
H -20.71843 9.92585 -5.53522
C -8.79894 1.22948 -4.97477
N -21.25978 3.99222 -5.61370
H -16.77259 6.94458 -15.56233
H -17.06285 8.75101 -3.62327
C -11.69188 8.93932 -11.64989
H -16.59157 2.84029 -0.75601
N -15.19009 11.38975 -10.90202
N -14.85533 3.86425 -1.48556
H -13.36955 5.63022 2.12192
H -13.29224 2.81652 -2.40890
H -13.18591 5.35801 -1.39287
F -16.88261 4.67922 -8.09892
H -15.40645 6.87289 1.31906
H -22.95869 9.45831 -7.57341
H -11.07100 9.40377 -10.88002
O -17.26091 9.18050 -6.17271
O -18.16704 2.49718 -9.57252
H -22.33312 2.39944 -6.65560
H -15.76907 3.80227 -10.42147
H -16.63797 6.23454 -13.07292
H -19.35922 10.47857 -6.48158
N -18.76126 6.66187 -14.90102
C -11.85949 3.45655 -12.85217
H -13.65815 7.93937 -11.71833
O -11.14799 2.40320 -4.16046
H -20.25349 7.52321 -10.17847
C -15.91957 3.67504 -0.64643
H -16.12653 1.16145 -10.13706
H -13.94689 11.01392 -4.83650
```

Here are the Löwdin charges for atoms 1 to 4, given in e: atom 1 (H): 0.110, atom 2 (H): 0.123, atom 3 (C): 0.024, atom 4 (H): 0.115


[2]
The following is a quantum chemistry calculation of C21H13Cl5INO4ReS2 as an isolated structure at a distorted geometry, from OMol25.

Calculated values
* spin multiplicity: 2
* gap between HOMO and LUMO (spin up / spin down): 5.8 / 6.8 eV
* LUMO (spin up / spin down): -0.0705 / -0.0479 Ha
* M: 897.85 g/mol
* HOMO (spin up / spin down): -7.7 / -8.1 eV
* largest force on an atom: 4.10 eV/A

Structure (XYZ):
```
48
C21H13Cl5INO4ReS2 | OMol25 | the ωB97M-V functional and the def2-TZVPD basis
C 1.81238 3.39904 2.73719
Cl 1.59158 2.09564 -1.51751
H 5.72318 2.07834 0.24499
C 2.75338 3.93534 1.85799
C -3.48942 -1.24106 1.74109
C -4.24452 0.35644 -0.39751
C -1.51882 -1.59126 -2.76851
C 4.81188 0.52544 1.24569
S -1.71392 1.00764 -1.10651
Cl -0.25542 1.81974 3.41109
C -5.20522 -0.26766 0.37119
O 0.98808 -1.13936 -1.46481
C 0.84868 2.48964 2.28309
C 2.69988 3.60194 0.50089
C -2.50722 -0.63376 0.95899
Re 0.39698 0.37874 -0.21311
H 4.80488 0.40334 -1.03231
H 6.77208 0.90864 0.71589
H -4.51892 0.97154 -1.23771
Cl 1.89598 3.80624 4.40369
C -0.82602 -2.52916 -2.01301
C -3.53792 -2.79616 -2.38321
C -2.88422 -1.71936 -2.95131
H 5.15878 -0.41086 1.69439
H -3.37142 -4.60956 -1.24241
O 3.84258 0.20874 -0.90811
C 0.65568 -2.34706 -1.72621
C -4.82602 -1.05216 1.45519
H -3.16952 -1.84906 2.57319
H 4.48688 1.18544 2.05999
C 0.78968 2.10224 0.94409
S -0.82362 -1.00816 1.28359
C -2.89372 0.19414 -0.10201
H -0.93562 -4.35976 -0.92091
C 3.59848 0.19394 0.37869
O 1.40598 -3.30056 -1.76661
C 1.70988 2.73174 0.09779
O 2.50428 -0.02836 0.85139
H -5.58242 -1.52916 2.06009
N 5.83628 1.07634 0.36979
Cl 3.88488 4.16084 -0.61451
H -6.25032 -0.13126 0.13969
H -0.98852 -0.75936 -3.20801
Cl 3.99038 4.97814 2.44149
C -2.85522 -3.76246 -1.66801
H -3.43662 -0.98476 -3.51481
C -1.49052 -3.62676 -1.48691
I -5.63742 -2.93206 -2.57711
```

Here are the Löwdin charges for atoms 1 to 4, given in e: atom 1 (C): -0.700, atom 2 (Cl): 0.786, atom 3 (H): 0.063, atom 4 (C): -0.706


[3]
The following is a quantum chemistry calculation of one molecule with the formula C8H8S2 at a distorted geometry, from OMol25.

Calculated values
* SMILES: C=C(C(C)=S)c1cccs1
* spin multiplicity: 1
* gap between HOMO and LUMO: 7.3 eV
* LUMO: -0.0267 Ha
* M: 168.29 g/mol
* HOMO: -8.0 eV
* largest force on an atom: 3.85 eV/A

Structure (XYZ):
```
18
C8H8S2 | OMol25 | the ωB97M-V functional and the def2-TZVPD basis
C 0.94219 -0.90386 1.08022
S 1.08520 0.29262 -1.71099
C -0.33941 0.04912 -0.79285
C -1.41463 0.45645 -1.47574
H 2.22533 -1.72800 2.89945
C 1.50737 -0.95567 2.58543
C -1.09087 0.77961 -2.81258
H -2.42882 0.57046 -0.99798
S 1.71110 -1.94167 0.05757
H -1.83333 1.02246 -3.46771
C -1.03493 0.46653 1.43460
H -0.76603 0.26322 2.50377
H 1.91345 0.07386 2.92176
H 0.74306 1.06659 -4.07649
C -0.20849 -0.17122 0.57407
C 0.23196 0.85378 -3.04385
H 0.71505 -1.10513 3.18972
H -1.95819 0.91084 1.13162
```

Here are the Löwdin charges for atoms 1 to 4, given in e: atom 1 (C): -0.676, atom 2 (S): 1.000, atom 3 (C): -0.575, atom 4 (C): -0.113


[4]
The following is a quantum chemistry calculation of a 18-piece molecular cluster, C25H35Cl51O3P2S2 overall at a distorted geometry, from OMol25.

Calculated values
* spin multiplicity: 1
* gap between HOMO and LUMO: 8.3 eV
* LUMO: 0.0002 Ha
* M: 2317.74 g/mol
* HOMO: -8.3 eV
* largest force on an atom: 5.85 eV/A

Structure (XYZ):
```
118
C25H35Cl51O3P2S2 | OMol25 | the ωB97M-V functional and the def2-TZVPD basis
H 1.95237 -13.28271 -3.50513
H 7.29786 -6.61429 -6.13177
Cl -7.07196 4.88274 7.68039
Cl -6.27282 -1.10781 -1.69582
Cl 3.09614 2.12911 9.19038
Cl -9.94842 10.75338 5.14855
H -1.74799 -5.29199 -1.30998
Cl 1.59715 -5.59995 -6.14217
C -9.47853 6.14132 10.29323
Cl 2.74628 -5.72174 -8.80740
C 8.08560 -0.86167 -0.36234
C -2.34802 -3.85406 -2.78754
Cl 6.34137 1.18701 -4.95319
H 3.18305 4.46371 8.99338
Cl -8.23369 7.29319 10.78687
H 3.44554 3.60307 1.40187
Cl 7.62996 -0.36075 -1.99284
H 3.28492 0.67514 -2.53236
Cl 8.32803 5.39934 3.61256
Cl -5.71652 5.94363 -0.48186
H 10.26244 4.31622 2.86652
P -0.95163 -4.33137 -3.98690
Cl 8.60221 2.72817 2.43136
H 0.00971 -4.07796 -0.39803
C -2.03436 -4.21955 -1.30390
Cl -10.95952 -2.31861 -0.63319
H 8.24782 0.35076 -6.03167
Cl 6.83602 -1.51623 -5.89918
C 5.00820 6.22918 4.99201
P 0.52904 -0.94802 -0.36613
H 1.54117 -9.11062 -2.43517
H -0.84963 8.57713 -1.37918
C 1.85438 -6.61009 -7.56657
Cl -2.37259 6.81471 -1.65316
Cl 9.87166 3.34773 4.96334
H 2.44744 -7.46770 -7.26948
H 1.18375 -2.57986 1.38319
Cl 2.96047 -8.33550 -4.13317
Cl -10.77690 6.96270 9.42108
Cl -6.23457 1.57614 -0.58887
Cl -10.11877 5.27445 11.69429
H 2.45011 -1.36234 1.18462
H 2.57576 -3.99630 0.23922
Cl -5.20927 6.92005 6.77557
H -8.34514 9.12998 4.61064
Cl 6.73523 0.68939 -7.78964
Cl -8.94938 -4.32532 -1.25743
C 7.18216 0.19817 -6.15314
H 3.61000 -2.61935 -0.31705
Cl -6.18732 1.19150 -3.47051
C -6.44541 5.76078 6.28048
C -0.84632 -3.43349 -0.65464
H 5.83749 6.87784 4.73513
H 0.20742 -2.42522 -2.36107
Cl -5.47607 5.24279 2.32603
C 1.72811 -1.98404 0.62827
Cl 7.24690 0.11653 0.84988
S -1.75827 -5.12198 -5.60100
H -8.77492 -1.99439 -1.42085
S -1.97033 -1.41782 -2.08309
Cl 2.16834 3.78894 6.99286
Cl 0.37584 6.97604 -2.57756
H -5.99117 5.04554 5.60478
C 9.37470 3.99081 3.39520
C -0.40165 -2.16784 -1.47262
Cl 7.74718 -2.57874 -0.12241
H 0.79652 0.43932 -2.35290
H 9.15135 -0.70790 -0.24266
C 2.44954 3.70932 8.73394
Cl 6.92571 -7.58552 -4.03011
Cl 5.22391 5.68413 6.65756
Cl 0.28032 -11.71824 -3.00508
Cl 0.96249 4.05492 9.62363
C -0.77410 7.49725 -1.33956
C -5.67532 0.54100 -1.91022
Cl 1.89139 4.25362 -0.22654
Cl 5.52112 -8.09330 -6.52330
C 2.58598 -3.00516 -0.24916
H 1.42191 1.29975 -0.92794
H -0.12136 -5.33787 -3.41591
Cl 1.75978 1.96593 1.55296
O -2.81102 -1.08156 -0.89620
H -3.18565 -4.50330 -3.09864
H -1.22496 -3.01826 0.30115
H -0.18180 -3.19672 -4.36268
C 1.57883 -8.21156 -3.04102
H -9.02622 5.41953 9.62488
O -2.80332 -2.50840 -2.99279
H -6.50076 4.02268 0.60555
C -9.55859 -2.70965 -1.63724
H -4.59036 0.51220 -1.88812
Cl -7.75765 6.57616 5.42366
Cl 5.01622 4.85126 3.88735
Cl -9.96356 -2.58268 -3.35182
C -8.29982 10.17964 4.87196
Cl 5.43116 -5.45145 -5.31888
Cl 1.74765 4.64812 2.64480
O -1.68724 -0.17241 -2.82907
H 2.15334 -3.10852 -1.26014
Cl -0.20399 7.04031 0.26854
C 2.36259 3.61629 1.35195
C 1.95297 -12.22594 -3.26662
C -6.45566 5.07363 0.86432
H 3.50837 0.03153 -0.87041
Cl -8.10293 5.64650 1.14923
C 2.88850 -0.02822 -1.78016
C 1.39140 0.32496 -1.42646
Cl 3.51095 7.15244 4.82872
Cl -7.55341 11.05169 3.52836
Cl 2.91029 -11.98774 -1.79949
H 2.90650 -1.04040 -2.21895
Cl -7.32837 10.34192 6.33764
Cl 1.76589 -6.82201 -1.95870
Cl 2.66929 -11.34776 -4.62252
Cl 0.31448 -7.19420 -8.20439
Cl 0.07079 -8.09163 -3.95492
H -2.97167 -4.16853 -0.72454
C 6.41309 -6.89731 -5.57448
```

Here are the Löwdin charges for atoms 1 to 4, given in e: atom 1 (H): 0.013, atom 2 (H): 0.014, atom 3 (Cl): 0.548, atom 4 (Cl): 0.561


[5]
The following is a quantum chemistry calculation of an isolated ion of composition C5H6N and charge +1 at a distorted geometry, from OMol25.

Calculated values
* spin multiplicity: 1
* gap between HOMO and LUMO (spin up / spin down): 7.7 / 7.7 eV
* net charge: +1
* LUMO (spin up / spin down): -0.2890 / -0.2890 Ha
* M: 80.11 g/mol
* HOMO (spin up / spin down): -15.6 / -15.6 eV
* largest force on an atom: 5.68 eV/A

Structure (XYZ):
```
12
C5H6N | OMol25 | the ωB97M-V functional and the def2-TZVPD basis
H 1.97963 -0.49339 0.56710
H 0.32044 -2.59256 1.29662
C 0.20499 0.51689 -0.02719
H 1.63351 1.74671 -0.86017
C 0.01834 -1.59679 0.83413
N -1.19987 -1.26513 0.52869
H -0.06286 2.55627 -0.62677
H -1.14901 -0.44935 -1.25800
C -1.20975 -0.09669 -0.18188
C 0.93438 -0.52805 0.47890
H -2.14377 0.45695 -0.18995
C 0.67396 1.74515 -0.56148
```

Here are the Löwdin charges for atoms 1 to 4, given in e: atom 1 (H): 0.128, atom 2 (H): 0.163, atom 3 (C): -0.191, atom 4 (H): 0.066


- The lowest M belongs to which entry?
  C5H6N


- Which formula does entry 3 have?
  C8H8S2